1.
# C26H53ClN3O5

A cluster of 6 separate species, C26H53ClN3O5 in total in a non-equilibrium geometry (the ωB97M-V functional and the def2-TZVPD basis, the Open Molecules 2025 dataset).

Last column: Löwdin charge in e.
Element x y z (Å)
N (-2.87032, -4.72569, 5.76561)  0.226
C (-2.32451, -5.76809, 5.14560)  -0.266
N (-3.05880, -6.95951, 4.79237)  0.057
C (-2.53647, -7.24123, 3.41324)  -0.113
C (-1.01292, -6.92891, 3.72538)  -0.126
N (-0.94707, -5.82132, 4.71920)  0.007
C (-0.71657, -4.42957, 4.18062)  -0.157
C (0.59979, -4.27998, 3.34269)  -0.239
C (1.86475, -4.95511, 4.01901)  -0.531
Cl (3.10329, -3.66134, 4.42620)  0.521
H (-2.39282, -4.36277, 6.58518)  0.153
H (-3.69734, -4.29063, 5.37169)  0.155
H (-2.82626, -7.77640, 5.36547)  0.150
H (-2.71475, -8.27226, 3.03419)  0.142
H (-2.87467, -6.39160, 2.77792)  0.127
H (-0.30821, -6.89131, 2.86456)  0.139
H (-0.74517, -7.82678, 4.35321)  0.134
H (-1.58219, -4.03174, 3.58751)  0.134
H (-0.59474, -3.75328, 5.06607)  0.134
H (0.81940, -3.18741, 3.31357)  0.076
H (0.47959, -4.63934, 2.29110)  0.109
H (2.36696, -5.61303, 3.28090)  0.073
H (1.56171, -5.46868, 4.95616)  0.068
C (0.54015, -0.31371, 0.20043)  -0.156
C (-0.35628, -1.19243, -0.65083)  -0.162
C (-0.35127, -2.49553, 0.12777)  -0.201
O (-0.18767, -2.15047, 1.51198)  -0.192
C (0.18249, -0.76359, 1.60430)  -0.185
H (0.38474, 0.75403, 0.04352)  0.108
H (1.58804, -0.54060, -0.00844)  0.097
H (-1.36723, -0.77584, -0.67717)  0.121
H (-0.00989, -1.31000, -1.67805)  0.109
H (0.49423, -3.12977, -0.16376)  0.115
H (-1.27430, -3.06571, -0.00074)  0.115
H (-0.67997, -0.21001, 1.99103)  0.119
H (1.01136, -0.65092, 2.30667)  0.119
C (0.67908, 5.30964, -0.71435)  -0.166
C (-0.18512, 5.14952, -1.95205)  -0.164
C (0.22876, 3.77690, -2.44979)  -0.200
O (0.59983, 3.01297, -1.28969)  -0.164
C (0.70641, 3.89697, -0.16363)  -0.205
H (0.29374, 6.03325, -0.00065)  0.087
H (1.68832, 5.61783, -1.00412)  0.121
H (-1.24217, 5.14189, -1.66774)  0.115
H (-0.03829, 5.93274, -2.69580)  0.116
H (1.10193, 3.83829, -3.10652)  0.120
H (-0.57177, 3.26429, -2.98563)  0.110
H (-0.15091, 3.71185, 0.49354)  0.106
H (1.62210, 3.67799, 0.38938)  0.120
C (-1.44008, 1.41157, -7.12141)  -0.175
C (-0.49665, 0.48236, -6.37953)  -0.172
C (0.60647, 1.43284, -5.95379)  -0.194
O (-0.00221, 2.71533, -5.76481)  -0.152
C (-1.32929, 2.68681, -6.30416)  -0.207
H (-2.46215, 1.03794, -7.18943)  0.112
H (-1.07100, 1.58385, -8.13654)  0.116
H (-0.99802, 0.07097, -5.49779)  0.113
H (-0.13193, -0.34922, -6.98237)  0.115
H (1.36785, 1.53228, -6.73420)  0.124
H (1.09536, 1.12227, -5.03005)  0.094
H (-2.03515, 2.68213, -5.46537)  0.113
H (-1.50217, 3.58576, -6.89838)  0.118
C (-2.32696, 7.13435, 3.03009)  -0.172
C (-1.97604, 6.02101, 3.99838)  -0.175
C (-1.07895, 5.13805, 3.14953)  -0.208
O (-0.41048, 5.99979, 2.21983)  -0.166
C (-1.03340, 7.29214, 2.25216)  -0.198
H (-2.64513, 8.05630, 3.51654)  0.116
H (-3.12839, 6.80642, 2.36147)  0.116
H (-1.41087, 6.42719, 4.84216)  0.117
H (-2.84352, 5.49149, 4.39308)  0.113
H (-1.66464, 4.41139, 2.57486)  0.112
H (-0.33908, 4.59684, 3.74259)  0.118
H (-0.34919, 7.98311, 2.75556)  0.121
H (-1.19624, 7.64587, 1.23220)  0.116
C (3.24746, -1.15822, -2.09032)  -0.184
C (4.14459, -2.13547, -2.82387)  -0.169
C (3.48521, -2.19821, -4.19048)  -0.200
O (2.87862, -0.91867, -4.41698)  -0.143
C (2.88042, -0.17861, -3.18694)  -0.199
H (3.72699, -0.67890, -1.23629)  0.117
H (2.34877, -1.67261, -1.73566)  0.089
H (5.15193, -1.71910, -2.91246)  0.118
H (4.22102, -3.11118, -2.34300)  0.113
H (2.69334, -2.95520, -4.21592)  0.116
H (4.19616, -2.41254, -4.99010)  0.119
H (3.62713, 0.61727, -3.27528)  0.126
H (1.90120, 0.27905, -3.03046)  0.106

Cartesian forces (eV/Å) of the 6 atoms listed first:
0.375 -0.895 0.217
2.304 -2.763 0.037
-0.009 1.579 -1.241
1.892 1.770 0.471
0.425 -3.074 0.398
-5.240 1.558 -0.821

Summary:
- HOMO-LUMO gap: 5.6 eV
- Net charge: +1
- Largest force on an atom: 0.107 Eh/bohr
- Molecular weight: 523.18 g mol⁻¹

=====

2.
# C26H53IN2O7

A cluster of 4 separate species, C26H53IN2O7 in total in a non-equilibrium geometry (the ωB97M-V functional and the def2-TZVPD basis, the Open Molecules 2025 dataset).

Last column: Löwdin charge in e.
Element x y z (Å)
C (0.56777, 3.94666, 0.86557)  -0.012
C (-0.10617, 2.45551, 1.20389)  -0.253
O (-1.44165, 2.46841, 1.39023)  -0.047
O (0.73563, 1.22463, 1.30511)  -0.104
C (0.01454, 0.05557, 0.77844)  -0.131
C (1.02556, -1.17372, 0.27444)  -0.203
C (0.23866, -2.58455, 0.00322)  -0.030
C (-0.57989, -2.67851, -1.40882)  -0.241
O (-0.05367, -3.50360, -2.35597)  -0.051
N (-1.84244, -1.94415, -1.78994)  -0.187
C (-2.82685, -1.81582, -0.64938)  -0.094
C (-1.58215, -0.63561, -2.49989)  -0.100
C (1.78523, -1.51878, 1.72488)  -0.234
O (1.42295, -1.21705, 2.97420)  -0.018
N (3.02478, -2.32739, 1.30170)  0.013
C (3.42013, -1.99226, -0.13063)  -0.169
C (2.37260, -0.78660, -0.56900)  -0.196
C (2.39654, -0.82274, -2.20152)  -0.236
C (2.44866, 0.64609, -2.93725)  -0.682
C (1.36806, 1.74167, -2.37447)  -0.188
I (1.85125, 0.26727, -5.05479)  0.717
H (1.73379, 3.79567, 1.02786)  0.085
H (0.32463, 4.23353, -0.25377)  0.102
H (0.14031, 4.75711, 1.60433)  0.101
H (-0.67263, -0.34122, 1.66978)  0.153
H (-0.72182, 0.41460, -0.06251)  0.116
H (-0.55101, -2.72677, 0.88457)  0.141
H (0.98301, -3.50888, 0.11863)  0.151
H (-2.35404, -1.58515, 0.39592)  0.083
H (-3.48813, -2.80351, -0.66754)  0.100
H (-3.57718, -0.94179, -0.95677)  0.114
H (-2.06590, -0.56584, -3.58101)  0.114
H (-0.42130, -0.47753, -2.62517)  0.059
H (-1.99927, 0.26424, -1.87429)  0.090
H (3.83917, -2.21752, 1.96811)  0.135
H (4.56469, -1.73998, -0.26910)  0.143
H (3.11256, -2.87779, -0.85366)  0.128
H (2.86426, 0.18903, -0.12208)  0.163
H (3.41168, -1.37261, -2.51011)  0.127
H (1.53948, -1.43210, -2.71268)  0.067
H (3.54346, 1.10123, -2.98492)  0.094
H (0.31249, 1.57404, -2.86106)  0.052
H (1.22628, 1.67727, -1.21508)  0.058
H (1.78094, 2.81924, -2.61904)  0.094
C (-2.55478, 1.71267, 4.56581)  -0.076
C (-3.72176, 2.68181, 4.62678)  -0.272
O (-4.35544, 2.72896, 5.90489)  -0.166
C (-3.53966, 3.13091, 7.00250)  -0.281
C (-2.95607, 4.52436, 6.84608)  -0.086
H (-2.87991, 0.70286, 4.83719)  0.084
H (-2.13393, 1.68617, 3.55486)  0.049
H (-1.75425, 1.99380, 5.25333)  0.068
H (-4.48606, 2.35909, 3.91184)  0.120
H (-3.41873, 3.68847, 4.31869)  0.105
H (-2.75261, 2.39008, 7.17838)  0.104
H (-4.18035, 3.11499, 7.89007)  0.117
H (-2.29543, 4.59571, 5.97842)  0.063
H (-2.37442, 4.79668, 7.73257)  0.076
H (-3.75555, 5.26117, 6.70948)  0.082
C (5.36023, 5.18265, 0.14677)  -0.080
C (5.08608, 3.86526, -0.55616)  -0.279
O (4.82077, 4.00965, -1.95119)  -0.179
C (5.85902, 4.58918, -2.73731)  -0.276
C (7.15669, 3.80068, -2.70441)  -0.081
H (4.51795, 5.87005, 0.01590)  0.083
H (5.51545, 5.01761, 1.21845)  0.080
H (6.25024, 5.67803, -0.24700)  0.067
H (4.19357, 3.40900, -0.11490)  0.104
H (5.90405, 3.15358, -0.39949)  0.106
H (6.02130, 5.63027, -2.43900)  0.106
H (5.49092, 4.61878, -3.76791)  0.120
H (7.57779, 3.74855, -1.69726)  0.065
H (7.90339, 4.26651, -3.35538)  0.080
H (6.98821, 2.77184, -3.04177)  0.082
C (-5.67060, -7.89377, -1.56598)  -0.085
C (-5.92763, -6.61454, -2.34207)  -0.278
O (-5.08829, -5.53041, -1.94521)  -0.168
C (-3.68461, -5.72725, -2.09606)  -0.275
C (-3.26045, -5.99583, -3.52948)  -0.075
H (-5.79712, -7.72298, -0.49178)  0.082
H (-6.36791, -8.67741, -1.88140)  0.078
H (-4.65624, -8.26788, -1.71992)  0.064
H (-6.95868, -6.29291, -2.16056)  0.118
H (-5.84353, -6.78104, -3.42157)  0.105
H (-3.34145, -6.52295, -1.42649)  0.107
H (-3.20148, -4.80695, -1.75235)  0.093
H (-3.70545, -6.91350, -3.92223)  0.064
H (-2.17240, -6.09791, -3.59318)  0.079
H (-3.57587, -5.17431, -4.18242)  0.085

Cartesian forces (eV/Å) of the 6 atoms listed first:
0.978 -1.569 0.470
-5.719 0.566 0.916
8.385 -0.952 -1.310
-2.344 2.769 -1.556
-1.941 -1.022 -0.180
0.631 0.911 3.122

Summary:
- SMILES string: CC(=O)OC[C@]1(CC(=O)N(C)C)C(=O)NC[C@H]1C[C@H](C)I.CCOCC.CCOCC.CCOCC
- HOMO-LUMO gap: 9.6 eV
- Largest force on an atom: 0.166 Eh/bohr
- Molecular weight: 632.62 g mol⁻¹